Arrangement P

DFT (ωB97M-V/def2-TZVPD) results for C46H57BrLiN3O2Si as an isolated structure.

LUMO energy in eV: 3.72
Total charge: -2

Last column: Mulliken charge in e.
Geometry (Å):
1 Li 2.20993 -0.19316 0.49137  1.71
2 O 8.13993 5.16875 0.39089  -0.53
3 C 7.03544 4.87116 1.18111  0.82
4 O 6.75043 5.69626 2.02559  -0.67
5 C 6.35685 3.63220 0.92032  0.81
6 C 5.13946 3.35225 1.60720  -0.91
7 C 4.44718 2.20108 1.40758  0.19
8 C 4.89433 1.17462 0.49740  0.61
9 C 6.14544 1.44978 -0.15675  -1.31
10 C 6.81522 2.62480 0.03873  -0.95
11 N 4.15478 0.09602 0.33519  -0.05
12 C 4.60781 -1.01535 -0.35400  -0.73
13 C 3.82569 -2.13473 -0.48294  0.26
14 C 4.34296 -3.37132 -1.03161  -1.23
15 C 3.57423 -4.48652 -1.08242  -0.46
16 C 2.23374 -4.44046 -0.59700  -0.67
17 C 1.79237 -3.23119 -0.10249  -0.40
18 N 2.49682 -2.10624 -0.03635  -0.04
19 H 8.20252 4.49209 -0.29003  0.26
20 H 4.78045 4.10079 2.30302  0.40
21 H 3.52490 2.00559 1.94578  0.39
22 H 6.55817 0.72226 -0.84417  0.18
23 H 7.75102 2.75116 -0.50318  0.09
24 H 5.63013 -1.07246 -0.72641  -0.02
25 H 5.37291 -3.38422 -1.37224  0.34
26 H 3.97357 -5.41753 -1.47344  0.35
27 H 1.58998 -5.31066 -0.62096  0.37
28 H 0.77204 -3.14935 0.26883  0.33
29 C 1.49392 -0.30916 4.31086  -1.14
30 C 0.71087 0.73798 4.79975  -0.64
31 C 0.00527 1.51691 3.91686  -0.73
32 C 0.04211 1.25693 2.51979  -0.40
33 N 0.94164 0.35156 2.06547  0.71
34 C 1.60117 -0.41010 2.93761  -0.27
35 C -0.92780 1.86260 1.63559  1.20
36 C -2.15681 2.22058 2.21530  -0.97
37 C -3.26426 2.61570 1.49891  -1.18
38 C -3.18616 2.55944 0.08983  -0.13
39 C -2.02047 2.23924 -0.53167  -0.11
40 C -0.76299 2.05112 0.17750  0.34
41 H 2.04051 -0.97321 4.96569  0.46
42 H 0.67270 0.94779 5.86295  0.39
43 H -0.57409 2.35232 4.28328  0.52
44 H 2.27350 -1.14337 2.49393  0.38
45 H -2.27371 2.11784 3.28879  0.19
46 H -4.19288 2.86118 2.00052  0.24
47 H -4.08304 2.73446 -0.49736  0.26
48 H -2.02417 2.12584 -1.60350  0.15
49 C -4.66950 -0.66599 1.22431  -1.95
50 C -4.53907 -1.39169 -0.12420  2.86
51 C -4.43341 -0.28598 -1.18552  -1.69
52 C -5.81596 -2.20280 -0.38699  -1.84
53 Si -2.96063 -2.51742 -0.12161  -1.65
54 Br -1.22067 -1.08959 -0.24104  0.06
55 C -2.77171 -3.51980 1.52531  2.94
56 C -4.10440 -4.14647 1.96445  -1.96
57 C -1.75166 -4.65934 1.38719  -2.00
58 C -2.25789 -2.59249 2.63938  -2.00
59 C -2.80619 -3.63828 -1.69864  2.71
60 C -3.12954 -2.82063 -2.95721  -2.02
61 C -3.75949 -4.84114 -1.64820  -1.75
62 C -1.36933 -4.16297 -1.85592  -1.94
63 H -5.51698 0.02662 1.18094  0.64
64 H -3.77670 -0.07130 1.43391  0.08
65 H -4.84692 -1.34957 2.05594  0.38
66 H -5.31965 0.35586 -1.11843  0.56
67 H -4.38494 -0.67659 -2.20070  0.31
68 H -3.56093 0.34535 -1.01674  -0.14
69 H -6.68958 -1.54636 -0.30679  0.55
70 H -5.94336 -3.01843 0.32877  0.28
71 H -5.81825 -2.62883 -1.39299  0.30
72 H -4.52829 -4.78497 1.18390  0.32
73 H -4.84642 -3.39297 2.23049  0.35
74 H -3.93556 -4.76934 2.84966  0.52
75 H -2.09037 -5.43274 0.69539  0.38
76 H -1.61016 -5.13138 2.36563  0.63
77 H -0.77835 -4.29622 1.05637  0.21
78 H -2.90735 -1.73296 2.80288  0.31
79 H -1.26056 -2.21425 2.41099  0.32
80 H -2.19606 -3.15279 3.57957  0.57
81 H -4.18636 -2.55178 -3.00512  0.37
82 H -2.90059 -3.41651 -3.84768  0.61
83 H -2.53047 -1.90883 -3.00042  0.24
84 H -4.80502 -4.53093 -1.58216  0.27
85 H -3.54554 -5.49249 -0.79835  0.28
86 H -3.64290 -5.43750 -2.56012  0.53
87 H -0.63988 -3.35380 -1.86347  0.27
88 H -1.28407 -4.69817 -2.80845  0.62
89 H -1.08936 -4.85536 -1.06339  0.29
90 C -0.14354 2.11497 -2.97030  -2.26
91 C 0.81653 2.56819 -1.85017  2.74
92 C 2.19896 1.97254 -2.17580  -2.16
93 C 0.45468 2.12361 -0.43912  -1.31
94 C 0.92327 4.10672 -1.93748  -0.12
95 C 1.51757 4.71685 -3.04352  -0.19
96 C 1.63972 6.09556 -3.13503  -0.90
97 C 1.15125 6.90932 -2.12435  -0.37
98 C 0.53653 6.32454 -1.02817  -1.08
99 C 0.42913 4.94339 -0.93829  0.13
100 H -0.43496 1.07196 -2.82769  0.25
101 H 0.35722 2.20061 -3.93876  0.57
102 H -1.03795 2.73582 -3.01183  0.54
103 H 2.17868 0.88886 -2.04282  0.34
104 H 2.95577 2.38040 -1.50815  0.41
105 H 2.49719 2.18596 -3.20428  0.53
106 H 1.32837 2.08844 0.20714  0.76
107 H 1.91157 4.11373 -3.85265  0.26
108 H 2.13243 6.53778 -3.99372  0.35
109 H 1.26217 7.98577 -2.18757  0.36
110 H 0.14889 6.94636 -0.22963  0.39
111 H -0.03302 4.49817 -0.06789  0.47

---

Arrangement Q

DFT (ωB97M-V/def2-TZVPD) results for C46H57BrLiN3O2Si as an isolated structure.

LUMO energy in eV: 3.97
Total charge: -2

Last column: Mulliken charge in e.
Geometry (Å):
1 Li 0.24934 -1.14950 2.29416  0.78
2 O 0.55343 6.82449 3.40421  -0.57
3 C 1.25874 5.82498 2.75602  0.72
4 O 2.20392 6.18063 2.07999  -0.69
5 C 0.79376 4.46850 2.93870  0.96
6 C 1.43452 3.41681 2.22825  -0.54
7 C 1.01743 2.12526 2.30978  0.56
8 C -0.09008 1.71730 3.14664  -0.20
9 C -0.70522 2.79083 3.89576  -1.32
10 C -0.27756 4.08438 3.77444  -1.09
11 N -0.42782 0.44854 3.19683  0.80
12 C -1.42039 -0.01068 4.07041  -0.94
13 C -1.50959 -1.34929 4.34809  0.69
14 C -2.47642 -1.89044 5.28490  -1.35
15 C -2.40572 -3.18526 5.67678  -0.03
16 C -1.39743 -4.04025 5.14542  -1.23
17 C -0.58556 -3.49669 4.17198  -0.09
18 N -0.62610 -2.24248 3.72829  0.09
19 H -0.19397 6.41613 3.85292  0.26
20 H 2.27788 3.67732 1.59963  0.33
21 H 1.52539 1.35133 1.74382  0.28
22 H -1.52201 2.57392 4.56996  0.16
23 H -0.80504 4.81927 4.38243  0.11
24 H -2.10632 0.67001 4.56543  -0.01
25 H -3.23235 -1.22428 5.68731  0.34
26 H -3.12332 -3.56999 6.39621  0.35
27 H -1.30350 -5.07756 5.43528  0.37
28 H 0.16043 -4.12722 3.69017  0.34
29 C 3.84229 -1.06760 4.09393  -0.97
30 C 4.89331 -1.29738 3.21719  -0.65
31 C 4.62119 -1.46310 1.87426  -0.76
32 C 3.29946 -1.39439 1.41198  -0.77
33 N 2.29318 -1.19491 2.27309  0.75
34 C 2.56227 -1.02888 3.57152  -0.39
35 C 3.03109 -1.47450 -0.03729  0.95
36 C 3.75243 -0.60542 -0.84448  -0.24
37 C 3.70340 -0.64250 -2.23288  -1.12
38 C 2.92821 -1.65839 -2.80510  -1.04
39 C 2.21639 -2.55111 -2.04056  -0.60
40 C 2.16430 -2.49387 -0.59676  1.57
41 H 3.99977 -0.92148 5.15379  0.43
42 H 5.91439 -1.34826 3.57820  0.39
43 H 5.40967 -1.65391 1.15906  0.53
44 H 1.70198 -0.84681 4.20824  0.28
45 H 4.37567 0.13894 -0.35514  0.44
46 H 4.24663 0.07327 -2.83610  0.32
47 H 2.88914 -1.76055 -3.88660  0.36
48 H 1.66267 -3.32366 -2.55307  0.34
49 C -1.50616 3.73817 0.52555  -2.51
50 C -2.15051 3.59014 -0.85960  3.52
51 C -2.07940 4.95196 -1.56918  -1.92
52 C -3.63034 3.27124 -0.60224  -2.22
53 Si -1.29223 2.21066 -1.89633  -0.84
54 Br -0.92256 0.47515 -0.52130  -0.21
55 C 0.44946 2.69677 -2.53444  3.32
56 C 1.30984 1.46136 -2.85040  -2.23
57 C 0.37711 3.56895 -3.79691  -1.97
58 C 1.20067 3.47681 -1.44465  -2.30
59 C -2.40563 1.48700 -3.29477  2.82
60 C -3.05724 2.58941 -4.14356  -1.87
61 C -1.56035 0.60451 -4.22446  -2.07
62 C -3.52018 0.58584 -2.73852  -1.73
63 H -2.08056 4.47521 1.09952  0.64
64 H -0.47774 4.08640 0.49337  0.13
65 H -1.51802 2.80489 1.08948  0.27
66 H -2.62023 5.69173 -0.96732  0.53
67 H -2.53225 4.94058 -2.56298  0.33
68 H -1.05339 5.30847 -1.66650  0.32
69 H -4.03653 4.03861 0.06673  0.62
70 H -3.75363 2.30652 -0.10536  0.33
71 H -4.23282 3.28080 -1.51030  0.41
72 H 0.90640 0.84287 -3.65209  0.15
73 H 1.45470 0.82085 -1.98082  0.02
74 H 2.30166 1.80322 -3.16589  0.65
75 H -0.03507 3.02807 -4.65264  0.35
76 H 1.39241 3.88086 -4.06828  0.51
77 H -0.21404 4.47525 -3.65011  0.30
78 H 1.22710 2.93278 -0.49949  0.05
79 H 0.77616 4.46309 -1.25371  0.38
80 H 2.23646 3.62677 -1.76870  0.68
81 H -2.32666 3.28306 -4.56384  0.28
82 H -3.78412 3.17130 -3.57491  0.27
83 H -3.59322 2.12662 -4.98149  0.54
84 H -0.84100 1.18385 -4.80638  0.31
85 H -2.22468 0.09542 -4.93391  0.65
86 H -1.01156 -0.16303 -3.67445  0.27
87 H -4.19698 1.09690 -2.06334  0.28
88 H -3.10759 -0.26465 -2.19734  0.13
89 H -4.11396 0.20241 -3.57783  0.54
90 C 0.12541 -5.34505 0.91874  -2.22
91 C 0.88595 -4.71473 -0.26234  2.49
92 C 2.08012 -5.63738 -0.58995  -1.96
93 C 1.41387 -3.36181 0.18694  -1.06
94 C -0.11588 -4.68578 -1.42282  -0.44
95 C -0.90354 -3.55904 -1.65346  0.20
96 C -1.84969 -3.54254 -2.66621  -0.35
97 C -2.03994 -4.65309 -3.47863  -0.57
98 C -1.26944 -5.78396 -3.25877  -0.91
99 C -0.32176 -5.79550 -2.24235  -0.39
100 H 0.79332 -5.44687 1.77748  0.46
101 H -0.25391 -6.33708 0.65505  0.44
102 H -0.71332 -4.71622 1.22180  0.35
103 H 2.75256 -5.63328 0.26927  0.42
104 H 2.63581 -5.26222 -1.45237  0.38
105 H 1.79128 -6.67648 -0.78203  0.54
106 H 1.53100 -3.29142 1.26372  0.35
107 H -0.73062 -2.68365 -1.03958  0.30
108 H -2.43337 -2.64763 -2.83932  0.33
109 H -2.77541 -4.63192 -4.27464  0.41
110 H -1.39905 -6.66250 -3.88153  0.35
111 H 0.26949 -6.69020 -2.09669  0.23

---

The least stable of them is arrangement P.

---

Arrangement P

DFT (ωB97M-V/def2-TZVPD) results for one molecule with the formula C4H4O2S2.

LUMO energy in eV: -1.89
Structure (SMILES): O=CCSC(=O)C=S

Last column: Mulliken charge in e.
Geometry (Å):
1 C 2.72242 -0.66731 -0.21611  0.17
2 C 1.91510 0.30880 0.63806  -0.50
3 C -0.64284 -0.05160 0.40217  0.82
4 C -1.95591 0.66879 0.13592  -0.40
5 H 2.08747 -1.72473 -0.45517  0.25
6 H 1.69125 -0.17476 1.63268  0.34
7 H 2.68844 1.21070 0.84091  0.31
8 H -1.79521 1.79340 0.06132  0.25
9 O 3.82049 -0.40675 -0.71654  -0.46
10 O -0.55325 -1.21681 0.75787  -0.53
11 S 0.48384 1.00301 -0.09049  -0.13
12 S -3.17399 -0.35727 -0.42017  -0.11

---

Arrangement Q

DFT (ωB97M-V/def2-TZVPD) results for one molecule with the formula C4H4O2S2.

LUMO energy in eV: -0.94

Last column: Mulliken charge in e.
Geometry (Å):
1 C 0.52351 -1.13882 1.95589  0.13
2 C 0.24213 -0.92823 0.82538  -0.65
3 C -0.68848 0.84590 -0.57688  -0.49
4 C -0.31738 -0.65170 -0.51274  -0.16
5 O -3.88540 0.21654 1.27837  -0.38
6 O -1.86210 1.20035 0.08901  -0.26
7 S -1.81748 -1.75392 -0.63286  -0.21
8 S -3.22246 0.29190 0.02222  0.54
9 H 0.62954 -1.43144 2.96291  0.45
10 H 0.01424 1.54018 -0.13938  0.33
11 H -0.84176 1.14072 -1.57824  0.33
12 H 0.29372 -1.06845 -1.24269  0.37

---

Arrangement R

DFT (ωB97M-V/def2-TZVPD) results for one molecule with the formula C4H4O2S2.

LUMO energy in eV: -0.43
Structure (SMILES): O=C(S)C1=COCS1

Last column: Mulliken charge in e.
Geometry (Å):
1 C -0.05713 -1.85732 0.23749  0.39
2 C 0.21214 -0.50519 0.03159  0.64
3 C -0.67659 0.36063 -0.28428  -0.53
4 C 1.15302 1.82009 -0.31168  -0.29
5 H -2.50698 -1.35602 1.44266  0.17
6 H -1.83876 0.37685 -0.32836  0.27
7 H 1.12766 2.25753 0.66250  0.26
8 H 1.88506 2.24205 -0.98953  0.33
9 O 0.86335 -2.60581 0.24829  -0.48
10 O -0.07825 1.50021 -0.85307  -0.35
11 S -1.91363 -2.31299 0.20306  -0.29
12 S 1.83011 0.07998 -0.05868  -0.13

---

The least stable of them is arrangement Q.

---

Arrangement P

DFT (ωB97M-V/def2-TZVPD) results for a 2-piece molecular cluster, C2H9NOP overall.

LUMO energy in eV: -4.54
Total charge: +1

Last column: Mulliken charge in e.
Geometry (Å):
1 C 2.70327 0.96962 -0.50885  -0.82
2 C -3.52274 0.02165 0.23529  0.00
3 N -2.42056 -0.52818 -0.08068  -0.14
4 O 0.24732 -0.30421 -0.10507  -0.71
5 P 1.69595 -0.31202 0.25863  0.26
6 H 3.65630 0.57089 -0.08044  0.33
7 H 2.83519 0.61723 -1.52753  0.33
8 H 2.31165 1.98901 -0.30574  0.32
9 H -3.50636 1.07580 0.51869  0.28
10 H -4.50583 -0.63451 0.21058  0.25
11 H -2.27528 -1.57035 -0.28570  0.31
12 H 2.33392 -1.54618 -0.19801  0.11
13 H -1.41486 -0.02474 0.09028  0.36
14 H 1.86201 -0.32401 1.77855  0.14

---

Arrangement Q

DFT (ωB97M-V/def2-TZVPD) results for a 2-piece molecular cluster, C2H9NOP overall.

LUMO energy in eV: -4.59
Total charge: +1

Last column: Mulliken charge in e.
Geometry (Å):
1 C 0.71427 1.67303 -1.43417  -0.82
2 C -0.03276 -1.43186 1.01987  -0.37
3 N 0.46425 -1.31318 2.25027  -0.29
4 O -1.25484 -0.25477 -1.52648  -0.48
5 P -0.52271 0.70328 -0.36284  0.35
6 H 0.34907 2.66250 -1.86718  0.31
7 H 1.71336 1.92387 -1.02390  0.35
8 H 0.92737 0.90328 -2.20213  0.29
9 H 0.73271 -1.60558 0.21981  0.35
10 H -1.07450 -1.74864 0.86102  0.40
11 H 0.15203 -1.14424 3.19494  0.25
12 H 1.45666 -1.21062 2.17278  0.25
13 H -2.01756 -0.70721 -1.26478  0.31
14 H -1.60736 1.55016 -0.03722  0.10

---

The least stable of them is arrangement Q.